*A*
This record from the Open Molecules 2025 dataset describes a cluster of 2 separate species, C5H15NO in total. The level of theory is ωB97M-V with the def2-TZVPD basis set.

## Properties
HOMO energy: -7.7 eV
Total charge: 0
E_LUMO: 0.875 eV
Multiplicity: 1
Kohn-Sham gap: 0.31477 Eh
SMILES: CCN(C)CC.O

Structure (XYZ):
```
22
Properties=species:S:1:pos:R:3:mulliken_charge:R:1
C 0.319 -1.842 0.910 -1.124
C 0.314 -0.350 1.177 -0.588
N -0.931 0.313 1.005 0.132
C -1.380 0.333 -0.389 -0.458
C -2.405 1.362 -0.900 -1.264
C -1.622 1.282 1.882 -1.000
H 1.280 -2.302 1.198 0.364
H -0.669 -2.102 1.309 0.340
H 0.065 -1.963 -0.147 0.255
H 1.062 0.122 0.508 0.341
H 0.877 -0.073 2.096 0.416
H -1.793 -0.635 -0.640 0.237
H -0.477 0.318 -1.013 0.384
H -2.140 1.720 -1.886 0.376
H -2.337 2.363 -0.446 0.339
H -3.351 0.842 -0.942 0.301
H -2.693 1.094 1.915 0.275
H -1.478 2.321 1.572 0.306
H -1.087 1.110 2.813 0.369
H 5.745 -1.694 -3.861 0.318
H 6.449 -1.268 -2.638 0.317
O 6.250 -0.950 -3.521 -0.635
```



*B*
This record from the Open Molecules 2025 dataset describes a cluster of 2 separate species, C5H15NO in total. The level of theory is ωB97M-V with the def2-TZVPD basis set.

## Properties
HOMO energy: -9.1 eV
Total charge: 0
E_LUMO: 0.887 eV
Multiplicity: 1
Kohn-Sham gap: 0.36869 Eh
SMILES: CC(C)CCN.O

Structure (XYZ):
```
22
Properties=species:S:1:pos:R:3:mulliken_charge:R:1
C 1.503 -1.076 0.636 -0.833
C -0.053 -0.745 0.365 -0.729
C -0.236 0.804 0.296 0.442
C -1.737 0.963 -0.196 -0.946
C 0.120 1.657 1.594 -1.235
N 2.355 -0.371 -0.327 -0.459
H 1.655 -2.173 0.678 0.387
H 1.811 -0.726 1.666 0.344
H -0.449 -1.479 -0.394 0.252
H -0.451 -0.921 1.336 0.280
H 0.474 1.032 -0.513 0.397
H -2.027 1.934 -0.574 0.383
H -2.308 0.475 0.617 0.298
H -1.926 0.323 -1.137 0.038
H -0.044 2.742 1.411 0.316
H 1.119 1.566 2.036 0.344
H -0.669 1.264 2.280 0.298
H 2.230 -0.693 -1.290 0.192
H 3.258 -0.423 0.119 0.220
H -1.834 -0.895 -3.351 0.322
H -1.290 -1.505 -2.173 0.350
O -1.501 -1.752 -3.080 -0.659
```



*C*
This record from the Open Molecules 2025 dataset describes a cluster of 2 separate species, C5H15NO in total. The level of theory is ωB97M-V with the def2-TZVPD basis set.

## Properties
HOMO energy: -8.2 eV
Total charge: 0
E_LUMO: 0.700 eV
Multiplicity: 1
Kohn-Sham gap: 0.32824 Eh
SMILES: CCN(C)CC.O

Structure (XYZ):
```
22
Properties=species:S:1:pos:R:3:mulliken_charge:R:1
C -0.091 2.459 1.658 -1.329
C 0.883 1.490 0.984 -0.341
N 0.532 1.018 -0.337 -0.073
C 1.233 -0.217 -0.742 -0.668
C 0.943 -1.464 0.121 -0.865
C -0.906 0.898 -0.551 -1.027
H -0.913 1.987 2.197 0.279
H -0.418 3.139 0.866 0.341
H 0.508 3.013 2.349 0.420
H 1.795 2.089 0.875 0.308
H 1.319 0.739 1.665 0.353
H 0.922 -0.285 -1.775 0.464
H 2.303 0.005 -0.686 0.309
H 0.628 -1.046 1.080 0.318
H 0.213 -2.173 -0.258 0.222
H 1.873 -2.015 0.291 0.294
H -1.083 0.416 -1.520 0.358
H -1.460 0.321 0.204 0.301
H -1.361 1.886 -0.658 0.343
H -1.697 -4.107 -2.485 0.316
H -2.895 -3.743 -1.455 0.316
O -2.327 -4.413 -1.824 -0.638
```



Which of them is most stable, and which least? Most stable: *C*; least stable: *A*.



*A*
This record from the Open Molecules 2025 dataset describes the molecule C4H10N2O2. The level of theory is ωB97M-V with the def2-TZVPD basis set.

## Properties
HOMO energy: -9.6 eV
Total charge: 0
E_LUMO: 0.842 eV
Multiplicity: 1
Kohn-Sham gap: 0.38317 Eh
SMILES: C[C@H](O)[C@H](N)C(N)=O

Structure (XYZ):
```
18
Properties=species:S:1:pos:R:3:mulliken_charge:R:1
N 1.127 0.290 1.820 -0.696
C 0.089 0.066 0.808 -0.380
C 0.323 1.025 -0.348 0.299
C -1.007 1.331 -1.061 -1.576
O 1.160 0.389 -1.305 -0.580
C 0.134 -1.381 0.280 0.567
N -1.007 -1.843 -0.280 -0.359
O 1.150 -2.049 0.383 -0.627
H 2.041 0.119 1.429 0.265
H 0.989 -0.383 2.558 0.265
H -0.825 0.220 1.369 0.519
H 0.716 1.965 -0.034 0.412
H -1.015 2.232 -1.671 0.347
H -1.267 0.524 -1.739 0.366
H -1.729 1.411 -0.260 0.373
H 1.983 0.091 -0.899 0.360
H -1.817 -1.259 -0.331 0.212
H -1.043 -2.749 -0.719 0.232
```



*B*
This record from the Open Molecules 2025 dataset describes the molecule C4H10N2O2. The level of theory is ωB97M-V with the def2-TZVPD basis set.

## Properties
HOMO energy: -8.5 eV
Total charge: 0
E_LUMO: 0.861 eV
Multiplicity: 1
Kohn-Sham gap: 0.34550 Eh
SMILES: COC(=O)NN(C)C

Structure (XYZ):
```
18
Properties=species:S:1:pos:R:3:mulliken_charge:R:1
C -3.370 -0.466 -0.418 -0.661
C 2.345 -0.846 0.494 -0.945
C 1.746 1.413 -0.075 -0.865
N 1.347 0.005 -0.156 -0.057
N 0.062 -0.195 0.405 -0.207
C -1.077 0.055 -0.331 0.620
O -2.127 -0.557 0.281 -0.359
O -1.154 0.699 -1.367 -0.581
H -0.064 -0.875 1.146 0.331
H -3.441 -1.292 -1.131 0.271
H -3.498 0.493 -0.931 0.314
H -4.176 -0.568 0.313 0.236
H 2.446 -0.617 1.561 0.351
H 2.068 -1.901 0.395 0.312
H 3.324 -0.728 0.017 0.317
H 1.033 2.056 -0.603 0.283
H 2.717 1.562 -0.560 0.321
H 1.818 1.761 0.962 0.320
```



*C*
This record from the Open Molecules 2025 dataset describes the molecule C4H10N2O2. The level of theory is ωB97M-V with the def2-TZVPD basis set.

## Properties
HOMO energy: -9.0 eV
Total charge: 0
E_LUMO: 0.799 eV
Multiplicity: 1
Kohn-Sham gap: 0.35891 Eh
SMILES: CNC(=O)CNCO

Structure (XYZ):
```
18
Properties=species:S:1:pos:R:3:mulliken_charge:R:1
O 2.312 0.763 -0.602 -0.621
C 1.104 0.832 -0.597 0.474
N 0.396 0.699 -1.771 -0.174
C -0.903 0.043 -1.941 -0.742
C 0.294 1.069 0.697 -0.653
N 0.480 0.031 1.658 -0.192
C 0.110 -1.336 1.415 -0.430
O -1.269 -1.544 1.215 -0.526
H 0.974 0.650 -2.585 0.266
H -0.811 -0.774 -2.646 0.275
H -1.311 -0.202 -0.976 0.284
H -1.594 0.721 -2.479 0.258
H -0.735 1.252 0.367 0.304
H 0.639 2.023 1.095 0.363
H 0.902 0.200 2.553 0.199
H 0.680 -1.847 0.630 0.262
H 0.415 -1.813 2.362 0.324
H -1.681 -0.767 1.604 0.330
```



Which of them is most stable, and which least? Most stable: *A*; least stable: *B*.



*A*
This record from the Open Molecules 2025 dataset describes the molecule C21H31N3O4S. The level of theory is ωB97M-V with the def2-TZVPD basis set.

## Properties
HOMO energy: -8.4 eV
Total charge: 0
E_LUMO: 0.651 eV
Multiplicity: 1
Kohn-Sham gap: 0.33442 Eh
SMILES: CC(C)OCCCNC(=O)Cn1ccc2cc(S(=O)(=O)N3CCCCC3)ccc21

Structure (XYZ):
```
60
Properties=species:S:1:pos:R:3:mulliken_charge:R:1
C -3.096 -1.900 0.352 -1.391
H -2.171 -2.462 0.436 0.203
H -3.937 -2.585 0.411 0.492
H -3.104 -1.408 -0.618 0.348
C -3.176 -0.868 1.475 0.468
C -2.940 -1.514 2.839 -1.327
H -3.665 -2.307 3.003 0.484
H -3.036 -0.780 3.636 0.315
H -1.939 -1.936 2.871 0.136
O -2.186 0.142 1.273 -0.085
C -2.661 1.402 0.847 -0.569
C -3.076 2.287 2.033 -0.583
H -3.687 3.114 1.671 0.448
H -3.683 1.692 2.719 0.281
C -1.873 2.859 2.774 -0.807
N -0.934 1.812 3.134 0.206
C 0.289 2.130 3.582 0.421
O 0.622 3.251 3.907 -0.680
C 1.276 0.954 3.715 -0.505
N 1.039 -0.123 2.798 0.131
C 0.888 0.005 1.447 -0.572
C 0.939 1.141 0.643 -1.000
C 0.640 0.987 -0.692 -1.028
C 0.314 -0.267 -1.206 0.976
C 0.302 -1.406 -0.440 -0.543
C 0.596 -1.280 0.917 0.831
C 0.611 -2.181 2.015 -1.695
C 0.871 -1.439 3.128 -0.134
H 0.950 -1.755 4.151 0.402
H 0.439 -3.239 1.976 0.538
H 0.028 -2.349 -0.885 0.806
S -0.188 -0.378 -2.922 1.425
O -0.691 0.908 -3.316 -0.793
O -1.044 -1.522 -3.057 -0.767
N 1.151 -0.672 -3.857 0.070
C 2.084 0.409 -4.059 -0.975
C 3.239 0.380 -3.055 0.042
C 3.915 -0.988 -3.089 -0.953
C 2.885 -2.077 -2.792 0.069
C 1.737 -1.989 -3.800 -0.991
H 0.929 -2.677 -3.552 0.382
H 2.111 -2.235 -4.802 0.425
H 2.498 -1.942 -1.780 -0.118
H 3.345 -3.064 -2.855 0.423
H 4.725 -1.027 -2.357 0.432
H 4.346 -1.156 -4.079 0.333
H 2.858 0.572 -2.050 -0.109
H 3.954 1.166 -3.306 0.428
H 1.509 1.332 -3.986 0.378
H 2.482 0.325 -5.077 0.401
H 0.613 1.832 -1.363 0.578
H 1.178 2.110 1.055 0.470
H 1.211 0.571 4.737 0.356
H 2.280 1.373 3.577 0.288
H -1.123 0.905 2.719 -0.068
H -1.358 3.595 2.145 0.318
H -2.193 3.378 3.684 0.414
H -1.835 1.864 0.300 0.120
H -3.501 1.279 0.154 0.443
H -4.171 -0.401 1.466 0.412
```



*B*
This record from the Open Molecules 2025 dataset describes the molecule C21H31N3O4S. The level of theory is ωB97M-V with the def2-TZVPD basis set.

## Properties
HOMO energy: -8.5 eV
Total charge: 0
E_LUMO: 0.644 eV
Multiplicity: 1
Kohn-Sham gap: 0.33690 Eh
SMILES: CC[C@@H](C)NC(=O)[C@@H]1CCCN(S(=O)(=O)c2ccc3c(c2)C[C@H](C)N3C(C)=O)C1

Structure (XYZ):
```
60
Properties=species:S:1:pos:R:3:mulliken_charge:R:1
C 0.251 -3.569 4.352 -1.371
C 0.667 -3.662 2.890 -0.428
H 1.420 -2.907 2.666 0.167
C -0.515 -3.480 1.929 0.066
N -0.099 -3.795 0.564 -0.046
C 0.846 -3.128 -0.130 0.038
O 1.597 -2.310 0.362 -0.649
C 0.872 -3.525 -1.611 0.263
C -0.379 -2.942 -2.287 -1.388
N -0.278 -1.509 -2.266 0.248
S -1.628 -0.583 -1.998 1.706
O -2.198 -0.092 -3.222 -0.827
O -2.473 -1.369 -1.138 -0.707
C -0.963 0.793 -1.076 -0.611
C -1.509 2.047 -1.264 -0.667
C -1.076 3.130 -0.510 -1.408
C -0.087 2.907 0.434 0.120
C 0.474 1.635 0.604 -0.015
C 0.041 0.566 -0.145 0.129
H 0.470 -0.414 -0.028 1.053
C 1.545 1.697 1.650 -0.940
H 1.491 0.871 2.356 0.270
H 2.530 1.671 1.178 0.347
C 1.269 3.053 2.323 -0.207
N 0.505 3.807 1.323 0.225
C 0.388 5.166 1.251 0.940
O -0.322 5.711 0.434 -0.622
C 1.232 5.956 2.229 -1.329
H 1.014 7.011 2.082 0.362
H 2.289 5.786 2.034 0.312
H 1.016 5.688 3.259 0.289
C 0.422 2.857 3.582 -1.415
H 0.992 2.318 4.334 0.381
H -0.469 2.282 3.336 0.345
H 0.107 3.808 4.002 0.385
H 2.193 3.580 2.569 0.508
H -1.493 4.113 -0.650 0.564
H -2.278 2.164 -2.011 0.589
C 0.793 -0.992 -3.077 -0.827
C 2.118 -1.487 -2.494 -0.290
C 2.115 -3.011 -2.349 -1.414
H 2.138 -3.472 -3.340 0.468
H 3.010 -3.321 -1.807 0.427
H 2.261 -1.044 -1.510 0.105
H 2.942 -1.181 -3.139 0.416
H 0.682 -1.324 -4.120 0.415
H 0.734 0.098 -3.053 0.406
H -0.448 -3.314 -3.322 0.460
H -1.298 -3.200 -1.760 0.629
H 0.841 -4.618 -1.675 0.515
H -0.730 -4.377 0.038 0.331
C -1.119 -2.077 1.996 -1.271
H -1.694 -1.956 2.910 0.514
H -1.778 -1.909 1.145 0.360
H -0.330 -1.331 1.974 0.083
H -1.287 -4.214 2.182 0.559
H 1.111 -4.642 2.702 0.397
H 1.103 -3.779 4.995 0.397
H -0.532 -4.291 4.576 0.334
H -0.118 -2.576 4.591 0.312
```



Which of them is most stable, and which least? Most stable: *B*; least stable: *A*.